[1]
51
Properties=species:S:1:pos:R:3:nbo_charge:R:1 method="wB97M-V/def2-TZVPD" homo_lumo_gap_ha=0.37606 energy_ha=-2311.2049 spin_multiplicity=1 homo_ev=-10.213
C 0.13 -1.78 1.82 -0.727
C 0.39 -3.26 1.95 0.799
O -0.38 -4.07 1.57 -0.502
O 1.62 -3.62 2.55 -0.571
C 2.45 -4.38 1.75 0.805
O 2.22 -5.53 1.53 -0.507
C 3.67 -3.73 1.14 -0.826
P 3.78 -4.00 -0.69 1.323
F 5.35 -4.54 -0.52 -0.631
C 1.98 -3.39 -0.93 -1.202
P 1.55 -2.73 -2.55 2.353
O 0.12 -2.41 -2.51 -1.128
O 1.77 -3.83 -3.70 -0.980
O 2.34 -1.39 -2.90 -0.956
H 0.57 -1.25 2.66 0.235
H -0.95 -1.64 1.84 0.267
H 0.50 -1.40 0.87 0.241
H 3.66 -2.65 1.29 0.250
H 4.56 -4.11 1.65 0.287
H 3.44 -5.27 -1.18 -0.009
H 4.25 -2.99 -1.54 -0.068
H 1.26 -4.19 -0.76 0.286
H 1.84 -2.56 -0.25 0.244
H 1.03 -4.45 -3.57 0.517
H 3.30 -1.45 -2.74 0.500
C -3.40 4.57 2.64 -0.635
C -3.97 3.51 1.70 -0.068
O -3.12 3.30 0.57 -0.808
P -1.72 2.50 0.77 2.520
O -2.08 1.15 1.26 -1.023
O -1.33 2.20 -0.78 -0.851
C -0.79 0.92 -1.16 -0.050
C -1.81 0.12 -1.93 -0.647
O -0.74 3.77 0.89 -0.828
C -0.31 4.59 -0.21 -0.041
C -1.40 5.48 -0.75 -0.638
H -2.46 4.24 3.09 0.205
H -4.11 4.78 3.44 0.218
H -3.19 5.49 2.10 0.211
H -4.13 2.57 2.23 0.189
H -4.93 3.84 1.31 0.188
H -0.43 0.38 -0.29 0.174
H 0.08 1.12 -1.80 0.174
H -2.74 0.02 -1.37 0.211
H -1.42 -0.88 -2.15 0.258
H -2.06 0.62 -2.87 0.201
H 0.14 3.99 -0.99 0.198
H 0.49 5.21 0.20 0.183
H -2.14 4.92 -1.31 0.229
H -0.96 6.22 -1.43 0.217
H -1.91 6.01 0.06 0.210

[2]
104
Properties=species:S:1:pos:R:3:mulliken_charge:R:1 method="wB97M-V/def2-TZVPD" homo_lumo_gap_ha=0.30353 energy_ha=-3137.8375 spin_multiplicity=1 homo_ev=-7.923
C -4.03 1.34 3.22 -1.360
C -3.60 0.24 2.22 0.274
I -5.05 0.05 0.59 0.179
C -2.18 0.54 1.59 -1.621
I -2.48 1.92 -0.08 0.178
C -1.42 -0.73 1.12 0.708
C -1.44 -1.95 2.10 -1.256
C -0.32 -1.45 3.08 0.656
O -0.09 -1.88 4.13 -0.521
O 0.39 -0.41 2.48 -0.482
C 0.13 -0.61 1.07 0.153
C 0.80 0.36 0.08 -0.742
O 1.23 1.37 0.51 -0.466
N 0.97 0.11 -1.33 -0.026
C -0.19 -0.42 -1.98 0.462
O -0.86 0.27 -2.60 -0.354
F -0.54 -1.73 -1.85 -0.255
H -3.93 2.36 2.80 0.300
H -5.09 1.19 3.50 0.419
H -3.41 1.29 4.14 0.367
H -3.66 -0.72 2.76 0.190
H -1.62 1.12 2.35 0.698
H -1.92 -1.01 0.17 0.928
H -1.05 -2.76 1.45 0.368
H -2.40 -2.25 2.54 0.357
H 0.65 -1.58 0.88 0.511
H 1.80 -0.46 -1.51 0.315
N 1.13 0.46 7.43 -0.512
C 0.85 0.56 8.74 -0.286
C -0.27 0.00 9.33 -0.304
C -1.16 -0.70 8.53 -0.476
C -0.89 -0.82 7.17 -0.235
C 0.26 -0.22 6.68 -0.304
H 1.57 1.12 9.32 0.373
H -0.45 0.11 10.39 0.358
H -2.05 -1.15 8.95 0.366
H -1.56 -1.36 6.51 0.370
H 0.51 -0.29 5.63 0.637
N 3.68 -1.19 -0.01 -0.392
C 4.72 -0.50 -0.49 -0.184
C 5.80 -0.10 0.28 -0.340
C 5.81 -0.43 1.62 -0.280
C 4.75 -1.15 2.14 -0.580
C 3.71 -1.51 1.29 -0.117
H 4.67 -0.25 -1.55 0.394
H 6.61 0.46 -0.17 0.383
H 6.64 -0.14 2.25 0.390
H 4.72 -1.43 3.18 0.396
H 2.86 -2.07 1.65 0.339
N -8.03 -1.30 -1.32 -0.304
C -9.03 -2.01 -0.80 -0.372
C -10.37 -1.71 -0.99 -0.397
C -10.70 -0.61 -1.77 -0.257
C -9.67 0.14 -2.32 -0.503
C -8.36 -0.25 -2.07 -0.421
H -8.73 -2.86 -0.20 0.401
H -11.14 -2.33 -0.54 0.411
H -11.73 -0.35 -1.94 0.380
H -9.88 1.01 -2.93 0.402
H -7.53 0.31 -2.48 0.708
N -5.50 3.75 -0.76 -0.044
C -5.47 5.09 -0.74 -0.232
C -6.53 5.89 -1.16 -0.521
C -7.67 5.27 -1.63 -0.389
C -7.72 3.88 -1.66 -0.385
C -6.62 3.18 -1.21 0.241
H -4.55 5.53 -0.37 0.357
H -6.45 6.96 -1.12 0.379
H -8.52 5.86 -1.97 0.372
H -8.60 3.36 -2.01 0.313
H -6.61 2.09 -1.21 -0.107
N 8.05 0.35 -2.38 -0.208
C 8.21 -0.68 -3.22 -0.084
C 9.24 -0.78 -4.14 -0.643
C 10.16 0.25 -4.20 -0.117
C 10.02 1.33 -3.35 -0.508
C 8.95 1.33 -2.46 -0.332
H 7.46 -1.47 -3.13 0.363
H 9.32 -1.64 -4.78 0.373
H 10.98 0.21 -4.91 0.381
H 10.72 2.16 -3.37 0.380
H 8.80 2.15 -1.77 0.397
N 12.30 -0.59 -1.10 -0.467
C 11.38 0.20 -0.53 -0.302
C 11.66 1.09 0.49 -0.498
C 12.96 1.18 0.95 -0.308
C 13.93 0.36 0.38 -0.348
C 13.54 -0.50 -0.63 -0.239
H 10.38 0.10 -0.93 0.700
H 10.87 1.71 0.91 0.366
H 13.22 1.86 1.75 0.370
H 14.95 0.40 0.72 0.360
H 14.27 -1.15 -1.11 0.367
N -6.71 -4.07 -4.72 -0.538
C -6.19 -4.27 -5.93 -0.256
C -6.21 -3.32 -6.94 -0.306
C -6.82 -2.10 -6.68 -0.466
C -7.37 -1.88 -5.43 -0.183
C -7.29 -2.89 -4.49 -0.118
H -5.73 -5.24 -6.09 0.358
H -5.77 -3.53 -7.91 0.361
H -6.86 -1.33 -7.45 0.359
H -7.86 -0.94 -5.19 0.388
H -7.70 -2.76 -3.50 0.391

[3]
41
Properties=species:S:1:pos:R:3:nbo_charge:R:1 method="wB97M-V/def2-TZVPD" total_charge=+2 homo_lumo_gap_ha="0.26572 / 0.25374" energy_ha=-2750.9216 s_squared=2.031 spin_multiplicity=3 de_lowest_kcal_mol=0.0 homo_ev="-15.113 / -15.300"
W -0.21 -2.41 -0.86 0.672
S -1.00 -3.82 0.61 -0.112
S -2.72 -5.30 -0.26 0.289
S -3.09 -4.88 -2.03 0.171
S -1.35 -2.79 -2.56 0.051
N 1.82 -1.77 -1.55 -0.863
C 2.15 -0.32 -1.59 0.130
C 3.31 0.08 -2.24 -0.221
C 3.61 1.43 -2.31 -0.134
C 2.75 2.37 -1.76 -0.187
C 1.59 1.96 -1.11 -0.088
C 1.29 0.61 -1.02 -0.419
P -0.19 -0.02 -0.17 1.055
C 0.22 -0.44 1.53 -0.291
C 1.18 -1.45 1.69 -0.263
C 1.46 -1.95 2.95 -0.170
C 0.79 -1.43 4.05 -0.160
C -0.17 -0.45 3.90 -0.148
C -0.47 0.05 2.64 -0.213
C -1.56 1.10 -0.29 -0.429
C -2.69 0.74 -1.04 -0.156
C -3.75 1.62 -1.14 -0.191
C -3.69 2.85 -0.50 -0.158
C -2.58 3.22 0.24 -0.133
C -1.51 2.35 0.35 -0.204
H 1.91 -2.13 -2.50 0.436
H 2.57 -2.25 -1.04 0.428
H 3.97 -0.66 -2.68 0.241
H 4.51 1.74 -2.82 0.253
H 2.98 3.42 -1.83 0.252
H 0.92 2.70 -0.70 0.228
H 1.71 -1.86 0.82 0.185
H 2.20 -2.73 3.08 0.243
H 1.02 -1.81 5.04 0.250
H -0.70 -0.06 4.76 0.247
H -1.25 0.79 2.51 0.243
H -2.72 -0.22 -1.53 0.217
H -4.62 1.35 -1.71 0.243
H -4.53 3.54 -0.59 0.245
H -2.54 4.18 0.73 0.237
H -0.64 2.63 0.94 0.225

[4]
12
Properties=species:S:1:pos:R:3:nbo_charge:R:1 method="wB97M-V/def2-TZVPD" homo_lumo_gap_ha="0.28211 / 0.28199" energy_ha=-323.3721 spin_multiplicity=1 de_lowest_kcal_mol=92.6 homo_ev="-7.818 / -7.817"
O 1.59 2.03 0.75 -0.562
C 0.86 1.08 0.47 0.395
C 1.47 -0.25 0.23 -0.087
C 2.00 -1.33 0.14 -0.224
C -0.57 1.13 0.54 -0.279
C -1.14 -0.58 -1.03 -0.146
N -1.36 0.14 0.03 -0.372
H 2.47 -2.29 0.08 0.239
H -1.05 1.90 1.13 0.218
H -1.72 -1.47 -1.22 0.198
H -0.35 -0.28 -1.70 0.212
H -2.20 -0.08 0.56 0.409

[5]
63
Properties=species:S:1:pos:R:3:nbo_charge:R:1 method="wB97M-V/def2-TZVPD" total_charge=-1 homo_lumo_gap_ha=0.29994 energy_ha=-3014.2818 spin_multiplicity=1 homo_ev=-5.605
C -1.28 1.45 3.71 -0.626
C 0.08 2.17 3.90 -0.397
C 1.07 2.03 2.72 -0.423
C 1.15 0.63 2.09 -0.083
O 0.84 0.76 0.68 -0.383
N 1.56 -0.18 -0.06 -0.221
C 2.58 0.43 -0.90 -0.263
C 3.97 0.44 -0.24 -0.023
C 4.97 -0.35 -0.77 -0.156
C 6.20 -0.38 -0.17 -0.217
C 6.50 0.35 0.95 -0.237
C 5.51 1.16 1.46 -0.215
C 4.27 1.20 0.87 -0.218
C 0.70 -1.10 -0.78 -0.412
P -0.81 -1.49 0.30 0.098
P -2.42 -0.07 -0.11 2.101
O -2.06 1.29 0.23 -1.063
O -3.66 -0.54 0.84 -0.957
O -2.94 -0.16 -1.64 -0.994
C 0.11 -0.57 -2.14 0.703
O -0.15 0.65 -2.15 -0.704
O -0.09 -1.35 -3.08 -0.733
S 1.59 -2.71 -0.94 2.090
O 0.82 -3.68 -1.66 -0.905
O 2.89 -2.56 -1.53 -0.933
C 1.80 -3.44 0.78 0.381
F 0.72 -4.19 1.04 -0.303
F 1.95 -2.51 1.74 -0.297
C 3.04 -4.40 0.86 0.922
F 2.74 -5.34 1.80 -0.328
F 4.13 -3.78 1.30 -0.294
F 3.25 -5.06 -0.26 -0.291
H -2.10 2.10 4.01 0.208
H -1.30 0.59 4.40 0.192
H -1.41 1.03 2.71 0.240
H 0.58 1.92 4.84 0.188
H -0.15 3.24 3.98 0.198
H 2.07 2.25 3.12 0.193
H 0.91 2.76 1.92 0.233
H 0.43 -0.09 2.50 0.185
H 2.14 0.18 2.21 0.194
H 2.71 -0.07 -1.86 0.232
H 2.33 1.49 -1.07 0.229
H 4.78 -0.94 -1.66 0.221
H 6.96 -1.03 -0.59 0.200
H 7.46 0.30 1.45 0.205
H 5.66 1.78 2.34 0.203
H 3.49 1.84 1.28 0.209
H -1.17 -2.79 -0.16 0.038
H -3.51 -1.49 1.01 0.485
H -2.51 -0.88 -2.13 0.527
C -7.06 0.48 -2.97 -0.630
C -6.62 1.92 -2.71 0.099
C -5.88 2.49 -3.91 -0.631
O -5.79 1.96 -1.56 -0.720
H -6.19 -0.16 -3.15 0.206
H -7.59 0.08 -2.11 0.212
H -7.72 0.43 -3.84 0.198
H -7.50 2.53 -2.49 0.163
H -4.97 1.92 -4.11 0.212
H -5.56 3.52 -3.70 0.216
H -6.51 2.50 -4.80 0.197
H -5.01 1.41 -1.74 0.476

[6]
26
Properties=species:S:1:pos:R:3:nbo_charge:R:1 method="wB97M-V/def2-TZVPD" homo_lumo_gap_ha=0.28524 energy_ha=-1505.6428 spin_multiplicity=1 homo_ev=-8.348
H 3.84 -2.10 0.63 -0.047
P 3.39 -0.94 0.03 0.448
C 2.27 -0.39 1.16 -0.556
C 1.47 0.79 0.94 -0.123
C 1.95 2.04 1.76 -0.510
S 0.46 2.86 2.44 0.290
C -0.63 1.56 1.92 -0.060
S -2.19 1.46 2.35 -0.141
N 0.02 0.63 1.22 -0.424
C -0.69 -0.44 0.60 -0.211
C -1.04 -0.08 -0.85 -0.413
C -1.58 -1.32 -1.65 -0.392
C -2.26 -1.01 -3.00 -0.605
H 1.96 -0.92 2.09 0.233
H 1.61 1.14 -0.02 0.203
H 2.52 1.79 2.63 0.218
H 2.57 2.67 1.21 0.227
H 0.13 -1.31 0.56 0.193
H -1.41 -0.66 1.33 0.241
H -0.08 0.13 -1.35 0.198
H -1.76 0.72 -0.86 0.223
H -2.35 -1.84 -1.12 0.200
H -0.79 -2.01 -1.87 0.197
H -1.59 -0.74 -3.82 0.199
H -2.85 -1.81 -3.39 0.209
H -2.98 -0.22 -2.96 0.204

[7]
81
Properties=species:S:1:pos:R:3:mulliken_charge:R:1 method="wB97M-V/def2-TZVPD" total_charge=+3 homo_lumo_gap_ha="0.24129 / 0.24273" energy_ha=-6262.0839 spin_multiplicity=1 de_lowest_kcal_mol=0.0 homo_ev="-16.135 / -16.003"
Ir 0.23 -0.37 -0.31 2.916
C 1.38 -1.06 4.11 -1.198
As 0.27 -0.16 2.77 0.552
C 0.07 1.55 3.71 -1.390
C -1.39 -1.12 3.11 1.014
C -2.09 -0.92 4.29 -0.690
C -3.18 -1.74 4.60 -0.862
C -3.55 -2.75 3.74 -0.846
C -2.87 -2.94 2.55 -0.492
C -1.78 -2.13 2.24 -0.911
As -0.80 -2.46 0.61 0.764
C -1.94 -3.58 -0.50 -1.467
C 0.47 -3.81 1.23 -1.161
H 0.89 -0.96 5.08 0.426
H 2.37 -0.60 4.17 0.460
H 1.50 -2.12 3.89 0.358
H -0.24 1.38 4.74 0.571
H -0.66 2.18 3.21 0.377
H 1.03 2.05 3.72 0.452
H -1.81 -0.15 4.98 0.387
H -3.71 -1.58 5.53 0.463
H -4.38 -3.41 3.99 0.453
H -3.17 -3.72 1.87 0.440
H -2.02 -4.57 -0.05 0.554
H -1.49 -3.69 -1.48 0.419
H -2.93 -3.14 -0.62 0.449
H -0.09 -4.54 1.80 0.435
H 1.23 -3.37 1.88 0.240
H 0.95 -4.30 0.39 0.455
N 6.02 0.88 -0.48 -0.263
C 5.19 -0.11 -1.26 -0.886
C 3.68 0.20 -1.25 -0.388
N 2.86 -0.51 -0.26 -0.336
H 7.01 0.64 -0.53 0.380
H 5.76 0.90 0.51 0.328
H 5.91 1.82 -0.85 0.367
H 5.39 -1.10 -0.87 0.396
H 5.55 -0.08 -2.29 0.444
H 3.28 -0.07 -2.23 0.187
H 3.51 1.27 -1.13 0.345
H 3.10 -0.26 0.69 0.140
H 2.99 -1.52 -0.35 0.264
C -0.84 4.58 -0.54 -1.142
Si 0.13 2.98 -0.60 0.040
C 1.46 2.94 0.77 -0.641
C 1.00 2.83 -2.28 -0.858
C -0.92 1.43 -0.13 -0.440
Si -2.75 1.19 -0.77 0.147
C -3.57 2.76 -1.39 -1.242
C -2.93 -0.18 -2.06 -0.758
C -3.58 0.54 0.81 -0.777
H -0.16 5.44 -0.53 0.414
H -1.48 4.66 0.34 0.373
H -1.48 4.70 -1.42 0.357
H 2.38 3.43 0.45 0.470
H 1.69 1.92 1.09 -0.100
H 1.11 3.49 1.65 0.373
H 1.74 3.63 -2.37 0.529
H 0.30 2.98 -3.10 0.412
H 1.51 1.88 -2.44 0.083
H -1.02 1.50 0.96 -0.597
H -3.12 3.13 -2.31 0.359
H -3.56 3.56 -0.65 0.361
H -4.62 2.54 -1.60 0.380
H -2.83 0.19 -3.09 0.380
H -3.94 -0.58 -1.98 0.502
H -2.23 -1.00 -1.93 -0.046
H -3.40 1.16 1.69 0.304
H -3.24 -0.47 1.03 -0.004
H -4.66 0.50 0.65 0.518
C 0.68 -1.23 -5.28 -0.499
C 0.03 -0.11 -4.76 -1.325
C -0.04 0.04 -3.39 -0.580
N 0.49 -0.85 -2.53 0.222
C 1.10 -1.93 -3.04 -0.404
C 1.22 -2.15 -4.39 -0.857
H 0.75 -1.37 -6.35 0.468
H -0.42 0.63 -5.41 0.549
H -0.55 0.88 -2.95 0.923
H 1.50 -2.64 -2.33 0.451
H 1.71 -3.04 -4.76 0.508

[8]
54
Properties=species:S:1:pos:R:3:mulliken_charge:R:1 method="wB97M-V/def2-TZVPD" total_charge=+2 homo_lumo_gap_ha="0.22703 / 0.26007" energy_ha=-2409.6293 spin_multiplicity=1 de_lowest_kcal_mol=9.2 homo_ev="-13.268 / -13.388"
Tl 1.22 2.15 1.46 0.651
Cl -1.38 2.85 1.19 -0.708
C 0.17 -1.06 0.32 0.038
O 0.17 -1.19 1.48 -0.403
P 0.17 -1.36 -1.46 1.818
C 1.83 -1.04 -2.10 0.334
C -0.29 -3.08 -1.71 0.349
C -0.98 -0.24 -2.28 0.035
C -1.49 -3.43 -2.36 -0.378
C -1.80 -4.78 -2.55 -0.680
C -0.94 -5.78 -2.07 -0.469
C 0.23 -5.43 -1.39 -0.679
C 0.56 -4.09 -1.20 -0.417
H -2.16 -2.65 -2.71 0.389
H -2.72 -5.05 -3.07 0.422
H -1.20 -6.83 -2.22 0.407
H 0.90 -6.20 -1.01 0.404
H 1.46 -3.81 -0.66 0.420
C 2.46 0.18 -1.81 -0.143
C 3.74 0.44 -2.29 -0.686
C 4.40 -0.50 -3.08 -0.440
C 3.77 -1.70 -3.41 -0.730
C 2.49 -1.98 -2.93 -0.169
H 1.93 0.93 -1.20 0.030
H 4.23 1.39 -2.04 0.425
H 5.40 -0.29 -3.46 0.409
H 4.28 -2.44 -4.04 0.419
H 1.99 -2.91 -3.19 0.429
C -1.07 -0.22 -3.69 -0.114
C -1.93 0.67 -4.32 -0.736
C -2.69 1.57 -3.57 -0.474
C -2.59 1.57 -2.17 -0.607
C -1.75 0.66 -1.53 -0.356
H -0.46 -0.92 -4.28 0.464
H -2.00 0.67 -5.41 0.406
H -3.36 2.28 -4.07 0.417
H -3.15 2.29 -1.57 0.401
H -1.66 0.69 -0.44 0.379
H 0.70 0.35 4.09 0.188
H 1.70 3.07 0.01 -0.063
C -1.14 4.72 4.93 -1.030
N -1.11 3.45 4.22 0.163
C -0.48 2.35 4.61 0.713
S -0.26 1.04 3.41 -0.130
N -0.04 2.16 5.86 -0.194
C -0.60 2.79 7.06 -0.942
H -0.17 4.95 5.40 0.383
H -1.93 4.72 5.69 0.333
H -1.36 5.50 4.20 0.348
H -1.38 3.45 3.21 0.128
H 0.45 1.28 5.99 0.248
H -0.40 2.12 7.90 0.358
H -0.10 3.75 7.25 0.304
H -1.68 2.93 6.98 0.336

[9]
43
Properties=species:S:1:pos:R:3:nbo_charge:R:1 method="wB97M-V/def2-TZVPD" homo_lumo_gap_ha=0.08445 energy_ha=-995.7790 spin_multiplicity=1 de_lowest_kcal_mol=182.7 homo_ev=-5.707
C 2.30 0.80 1.82 -0.645
C 3.48 0.71 1.21 0.265
N 4.52 0.60 0.65 -0.508
C 1.22 -0.07 1.55 0.145
C 0.00 0.08 2.23 -0.290
C -1.05 -0.76 1.97 -0.171
C -0.92 -1.77 1.02 -0.078
N -2.04 -2.66 0.75 0.523
O -1.89 -3.55 -0.09 -0.425
O -3.09 -2.48 1.37 -0.430
C 0.28 -1.93 0.34 -0.149
C 1.33 -1.10 0.60 -0.312
H 2.17 1.57 2.55 0.205
H -0.11 0.86 2.96 0.195
H -1.99 -0.65 2.48 0.233
H 0.36 -2.72 -0.39 0.234
H 2.26 -1.22 0.06 0.223
C 5.25 -0.07 4.26 -0.723
C 4.60 -1.32 4.71 0.202
C 3.72 -1.49 5.77 -0.138
C 3.33 -2.84 6.13 0.159
C 3.91 -4.03 5.45 -0.667
C 2.43 -3.04 7.15 -0.267
C 1.87 -1.98 7.86 0.176
C 0.87 -2.22 8.94 -0.658
C 2.26 -0.68 7.54 -0.267
C 3.17 -0.40 6.54 0.161
C 3.49 1.04 6.31 -0.658
H 5.98 -0.25 3.48 0.267
H 4.53 0.64 3.85 0.300
H 5.78 0.40 5.09 0.249
H 4.88 -2.20 4.17 0.219
H 3.51 -4.96 5.87 0.239
H 3.69 -4.04 4.38 0.249
H 4.99 -4.07 5.58 0.236
H 2.14 -4.04 7.41 0.226
H 0.53 -1.27 9.37 0.230
H -0.01 -2.73 8.54 0.253
H 1.29 -2.82 9.74 0.247
H 1.84 0.13 8.10 0.224
H 2.92 1.69 6.98 0.233
H 4.54 1.25 6.50 0.236
H 3.23 1.34 5.29 0.255